Density functional theory data (ωB97M-V/def2-TZVPD) for a 7-piece molecular cluster, C10H23B2F2N2O12 overall in a non-equilibrium geometry.

The HOMO-LUMO gap comes out at 2.5 eV. Its net charge is -3. As for the maximum force: 3.3 eV Å⁻¹. The relative energy (zero: lowest compared OMol25 entry of this formula, charge and spin) is 0.0 kcal/mol.

Each atom is followed by the atoms it is bonded to, with distances in Å.
Geometry (Å):
1 F 5.3062 2.0270 0.9988  C25 1.373
2 F -0.8805 2.1874 -4.5159  C21 1.382
3 O -0.5000 -5.0556 -1.4493  N16 1.194
4 O 3.2430 3.9464 0.7965  C18 1.335, C23 1.433
5 O -3.3067 -0.1881 -1.6638  C26 1.182
6 O -1.1578 1.2499 4.0900  N15 1.202
7 O 0.3890 -6.1632 -3.0681  N16 1.244
8 O -2.7192 1.9995 -1.5721  C24 1.440, C26 1.397
9 O 0.6904 -0.2711 1.3032  C19 1.257
10 O -2.0236 0.7644 -3.2620  C21 1.415, C26 1.326
11 O 3.1278 1.9147 1.5672  C18 1.373, C25 1.384
12 O -0.4151 -1.3334 -0.3142  C19 1.248
13 O -1.0368 3.3412 4.5501  N15 1.230
14 O 2.0201 3.5730 2.6590  C18 1.183
15 N -1.0182 2.3979 3.7612  O6 1.202, O13 1.230, C17 1.502
16 N 0.3644 -5.2221 -2.2554  O3 1.194, O7 1.244, C22 1.480
17 C -0.9430 2.6525 2.2830  N15 1.502, H32 1.087, H39 1.089, H47 1.089
18 C 2.7034 3.2048 1.7666  O4 1.335, O11 1.373, O14 1.183
19 C 0.3878 -0.4724 0.1002  O9 1.257, O12 1.248, C20 1.539
20 C 1.1518 0.3121 -0.9816  C19 1.539, H35 1.101, H49 1.089, H51 1.098
21 C -1.9569 2.1230 -3.6510  F2 1.382, O10 1.415, C24 1.514, H46 1.089
22 C 1.2903 -4.0867 -2.4642  N16 1.480, H37 1.086, H41 1.091, H50 1.091
23 C 3.6551 3.1195 -0.2994  O4 1.433, C25 1.539, H44 1.092, H45 1.089
24 C -1.6796 2.7022 -2.2796  O8 1.440, C21 1.514, H31 1.090, H40 1.091
25 C 4.0299 1.8700 0.5180  F1 1.373, O11 1.384, C23 1.539, H30 1.088
26 C -2.6928 0.7141 -2.1182  O5 1.182, O8 1.397, O10 1.326
27 B -3.2307 -1.9503 2.2846  H29 1.160, H33 1.165, H36 1.151, H43 1.144
28 B -0.7591 -4.3411 1.8929  H34 1.146, H38 1.160, H42 1.148, H48 1.163
29 H -4.1215 -2.1893 1.5812  B27 1.160
30 H 3.9271 0.9199 -0.0026  C25 1.088
31 H -0.7388 2.4596 -1.7846  C24 1.090
32 H -0.9137 3.7255 2.1127  C17 1.087
33 H -3.4625 -1.0300 2.9595  B27 1.165
34 H -0.5084 -3.2810 1.5374  B28 1.146
35 H 1.3226 1.3116 -0.5522  C20 1.101
36 H -3.0645 -2.8426 2.9927  B27 1.151
37 H 1.3438 -3.8463 -3.5224  C22 1.086
38 H -0.2349 -4.4089 2.9254  B28 1.160
39 H -0.0552 2.1426 1.9116  C17 1.089
40 H -1.8389 3.7810 -2.2448  C24 1.091
41 H 2.2872 -4.4560 -2.2169  C22 1.091
42 H -1.8926 -4.5054 1.9739  B28 1.148
43 H -2.2756 -1.7068 1.7047  B27 1.144
44 H 2.8759 2.8895 -1.0291  C23 1.092
45 H 4.4321 3.5068 -0.9564  C23 1.089
46 H -2.8041 2.4374 -4.2586  C21 1.089
47 H -1.8405 2.1714 1.8984  C17 1.089
48 H -0.3419 -5.0267 1.0505  B28 1.163
49 H 0.7538 0.3415 -1.9953  C20 1.089
50 H 0.9349 -3.3293 -1.7645  C22 1.091
51 H 2.1766 -0.0804 -0.9976  C20 1.098